# 1
Formula: C28H32I2N4O10P3Rb
Source: OMol25
Level of theory: the ωB97M-V functional and the def2-TZVPD basis

```
80
Properties=species:S:1:pos:R:3:forces:R:3:lowdin_charge:R:1
Rb -0.91288 -1.00837 -0.00779 -0.03 0.26 -0.37 0.75
I -5.49336 2.08379 -6.67513 -0.03 0.01 -0.02 0.73
C -4.07977 1.76152 -5.16326 0.01 0.00 0.11 -0.77
C -4.47953 1.73582 -3.83302 0.02 0.01 -0.08 -0.26
C -3.52957 1.51617 -2.85638 0.09 -0.02 -0.08 -0.63
I -4.07520 1.41904 -0.85021 -0.09 0.02 0.13 0.94
C -2.14146 1.30557 -3.12908 -0.03 -0.10 0.08 -0.51
O -1.28415 1.07611 -2.22505 0.11 0.09 0.14 -0.21
C -1.78940 1.35356 -4.51808 0.01 0.04 -0.12 -0.17
C -0.33112 1.19089 -4.89015 -0.03 -0.05 0.01 -0.18
N 0.37074 0.03601 -4.34016 0.04 -0.01 0.01 -0.06
C -0.32563 -1.22329 -4.52249 0.00 0.01 -0.02 -0.17
C 0.35296 -2.32285 -3.74348 0.00 0.00 0.00 -0.26
C 0.41714 -3.62344 -4.23264 0.00 0.02 0.00 -0.03
C 1.00638 -4.60721 -3.45622 0.02 0.00 0.01 -0.08
C 1.53136 -4.26345 -2.22175 -0.02 -0.02 0.00 -0.06
C 1.43296 -2.94150 -1.81612 0.03 0.05 -0.01 -0.13
N 0.85307 -1.99321 -2.55233 0.00 -0.03 0.03 0.10
C -2.74302 1.56561 -5.49356 0.01 -0.01 -0.03 -0.15
H -5.51694 1.87567 -3.56099 0.00 0.00 0.00 0.07
H -0.25088 1.16740 -5.98414 -0.01 0.00 0.00 0.11
H 0.22408 2.07106 -4.55045 0.01 0.00 0.01 0.12
H 0.45226 0.17581 -3.33761 -0.02 0.03 -0.01 0.08
H -1.37682 -1.17876 -4.19296 0.00 0.00 0.01 0.13
H -0.33986 -1.48800 -5.58572 -0.01 0.00 0.00 0.12
H -0.00291 -3.85352 -5.20406 0.00 0.00 0.00 0.10
H 1.05151 -5.63043 -3.81066 0.00 0.00 0.00 0.10
H 1.98825 -4.99222 -1.56609 -0.01 -0.01 -0.01 0.10
H 1.82518 -2.62787 -0.85314 -0.02 -0.01 0.00 0.08
H -2.43675 1.57710 -6.53487 0.00 0.01 0.00 0.09
N 1.57077 -1.58847 4.11692 -0.06 0.00 0.06 0.15
C 0.51925 -2.58002 3.64847 0.06 -0.01 0.06 -0.48
C 0.43984 -3.70792 4.67162 0.00 0.03 -0.03 -0.10
P 1.24115 -3.15995 2.03016 -0.20 -0.08 -0.03 0.26
O -0.01896 -3.52616 1.08502 -0.09 0.11 0.12 -0.24
O 2.05633 -4.36515 2.34579 0.06 0.05 -0.07 -0.34
O 1.83676 -1.92300 1.42452 0.03 0.01 -0.01 -0.36
P -1.00229 -1.49078 3.80858 -0.02 0.00 -0.02 0.26
O -2.20208 -2.51429 3.60802 0.01 -0.01 0.07 -0.15
O -0.87214 -1.07359 5.24594 -0.05 0.01 0.02 -0.35
O -0.96594 -0.42630 2.76026 0.04 -0.08 -0.19 -0.42
H 2.42465 -2.05925 4.40895 0.02 0.02 -0.01 0.15
H 1.13369 -1.05093 4.88400 0.02 -0.01 0.01 0.12
H 1.79003 -0.98388 3.31079 0.03 -0.01 -0.04 0.10
H 1.38999 -4.24341 4.72386 0.00 0.00 0.00 0.06
H -0.32093 -4.41838 4.34993 0.00 0.00 0.00 0.09
H 0.14250 -3.31753 5.64640 0.01 0.00 0.00 0.07
H -0.57423 -4.28239 1.32346 0.00 -0.01 -0.04 0.07
H -2.55623 -2.56891 2.68212 0.01 0.01 -0.01 0.03
O -2.66253 -4.55827 0.59894 -0.04 0.09 -0.05 -0.04
N -2.91568 -3.39942 0.22277 0.05 -0.02 -0.25 -0.62
O -3.18710 -2.50875 1.07910 0.05 -0.03 0.01 -0.13
O -2.88465 -3.08224 -0.98166 0.02 -0.23 0.47 -0.07
C -1.26869 2.68885 2.12142 0.00 0.02 0.00 -0.27
P 0.15598 2.02566 1.17994 -0.01 -0.23 0.12 0.99
C 0.74714 3.56316 0.37286 -0.02 -0.02 -0.14 -0.36
C 1.51266 4.55712 0.97620 0.01 0.02 0.03 -0.09
C 1.86835 5.69801 0.26946 0.01 0.00 0.04 -0.11
C 1.45461 5.86024 -1.04616 -0.01 0.00 -0.03 -0.11
C 0.69239 4.87343 -1.65708 0.01 0.02 0.02 -0.09
C 0.34764 3.72507 -0.95682 0.02 -0.01 0.02 -0.08
C 1.41745 1.77254 2.48829 -0.05 0.08 0.07 -0.38
C 2.66997 1.29647 2.09730 0.03 0.00 0.00 -0.11
C 3.65886 1.03547 3.03460 0.01 0.00 -0.01 -0.10
C 3.40540 1.22694 4.38816 0.00 0.00 0.01 -0.12
C 2.15022 1.66167 4.79320 0.00 0.01 -0.01 -0.11
C 1.16412 1.92781 3.85058 0.01 -0.01 -0.02 -0.09
H -1.66209 1.87171 2.72803 -0.01 0.02 0.01 0.03
H -2.02515 2.98130 1.39142 0.00 -0.01 0.00 0.01
H -1.01633 3.55472 2.73806 0.02 -0.01 0.01 0.04
H 1.83797 4.43446 2.00380 0.00 0.00 0.00 0.10
H 2.46941 6.46310 0.74758 0.00 0.00 0.00 0.09
H 1.73229 6.75245 -1.59532 0.00 0.00 0.00 0.09
H 0.37167 4.98788 -2.68558 0.00 0.01 0.00 0.10
H -0.22577 2.93467 -1.43813 0.00 0.01 0.00 0.08
H 2.86214 1.09871 1.04903 -0.01 0.00 0.00 0.11
H 4.61956 0.65730 2.70721 0.00 0.00 0.00 0.10
H 4.17489 1.01745 5.12235 0.00 0.00 0.00 0.09
H 1.92604 1.78105 5.84672 0.00 0.00 0.00 0.10
H 0.18045 2.22476 4.18653 -0.01 0.00 0.00 0.10
```
Forces are in eV/Å.

Summary:
* LUMO energy: 3.4 eV
* E_HOMO: -0.0925 hartree
* energy relative to the best compared isomer or geometry (same formula, charge and spin): 0.00 kcal/mol
* total charge: -2
* gap between HOMO and LUMO: 5.96 eV

=====

# 2
Formula: C28H32N2O6
Source: OMol25
Level of theory: the ωB97M-V functional and the def2-TZVPD basis

```
68
Properties=species:S:1:pos:R:3:forces:R:3:lowdin_charge:R:1
C -2.95907 -4.48092 -1.16847 5.05 -5.22 -0.93 -0.02
C -3.70922 -3.61214 -0.76504 -6.28 6.77 4.33 -0.17
C -4.75904 -2.82178 -1.60422 0.67 -16.24 -1.09 -0.41
H -5.81012 -3.48713 -1.49861 2.53 0.24 -0.17 0.20
O -5.20125 -1.78628 -1.27113 -4.91 15.05 5.50 0.01
C -4.35637 -0.71430 -1.17554 -1.00 4.31 0.63 -0.12
C -3.11763 -0.90280 -1.60473 3.17 6.01 -1.38 0.02
C -2.17203 0.31130 -1.90140 -1.66 -0.58 2.50 0.10
C -2.57531 1.55208 -1.35789 5.51 -2.30 -1.45 -0.12
C -3.78470 1.64451 -0.79217 1.21 -1.93 -1.22 -0.15
C -4.75401 0.82791 -0.73561 -2.91 -10.63 -1.27 0.08
H -5.79874 0.83400 -0.46495 0.13 1.01 0.35 0.11
H -4.10626 2.47342 -0.52152 -2.07 8.27 2.68 0.06
C -1.56320 2.73333 -1.09175 -1.57 -9.55 -1.71 -0.37
C -0.32196 2.49727 -0.76390 4.42 -2.37 3.91 0.03
C 0.37477 3.64279 -0.13001 3.09 -12.75 0.73 -0.35
O 0.18423 4.68189 -0.43671 -2.82 13.86 -2.56 0.22
C 1.58717 3.12661 0.64378 4.39 7.59 1.54 -0.31
O 2.59715 3.93921 1.03451 -4.69 -4.00 -1.57 -0.05
N 1.47429 1.87886 0.73028 -2.39 -3.95 -1.64 0.02
C 2.39043 0.98511 1.22472 -5.07 4.39 13.07 -0.30
C 3.30043 0.38311 0.53195 8.81 -5.16 -6.04 -0.24
H 2.86450 -0.25215 -0.24807 0.00 -0.44 0.05 0.12
C 4.36531 -0.49351 1.35727 0.65 0.59 -6.58 0.03
N 5.40783 -1.11449 0.18264 -7.45 -5.11 9.44 -0.14
C 6.42883 -0.45210 -0.34292 3.26 -5.08 -0.69 -0.21
C 7.48844 -1.56690 -0.81984 4.75 14.54 4.92 -0.42
O 7.02161 -2.27240 -1.64708 -6.81 -12.40 -4.77 -0.01
C 5.96506 -3.23613 -0.78827 2.61 -0.13 -3.36 -0.03
C 4.91045 -2.37490 -0.34802 1.92 6.93 -6.20 -0.19
H 4.19344 -2.83425 0.11338 -3.97 -2.34 3.45 0.06
H 4.31861 -1.96178 -1.43045 1.14 -1.56 2.06 0.19
H 5.73025 -3.93764 -1.56286 -0.63 -0.30 -0.34 0.11
H 6.50553 -3.79187 -0.04916 0.77 0.31 0.68 0.12
H 8.14733 -0.89456 -1.43902 0.50 0.05 0.61 0.14
H 8.04794 -1.59091 0.09256 0.59 -2.44 1.02 0.12
H 6.77606 0.31120 0.14333 2.70 3.74 4.11 0.09
H 5.87104 0.01751 -0.94459 -2.33 4.26 -7.65 0.05
H 4.95844 0.16554 1.87360 1.25 1.31 1.72 0.08
H 3.76570 -1.13908 1.89144 -0.31 -2.23 1.39 0.08
H 4.02402 0.96489 -0.05233 -0.60 0.85 0.00 0.14
H 2.84772 1.71548 2.23760 -0.57 -2.12 -2.83 0.23
H 1.77899 0.20660 1.92635 1.04 1.36 -1.71 0.18
C 0.35826 1.13580 -0.13766 -2.79 9.84 2.17 -0.12
C -0.56286 0.39709 0.56719 0.45 -7.50 2.61 -0.16
C -0.24795 -1.10013 0.40728 -10.18 6.03 8.76 0.11
C -1.17668 -1.99856 1.12234 3.69 5.74 -1.14 0.01
C -2.07058 -1.53376 2.01487 8.54 14.34 -5.64 -0.42
C -2.19504 0.06997 2.13968 -7.34 -10.02 7.15 0.00
C -1.48106 0.88877 1.63127 9.20 5.10 -8.52 -0.07
H -1.35454 1.93036 1.74245 -0.76 1.14 0.61 0.13
H -2.89326 0.43985 2.90118 -0.06 -0.51 -0.06 0.11
O -2.86156 -2.24028 2.42085 -13.62 -10.12 8.64 0.04
C -3.98670 -1.93518 3.49808 -2.17 0.25 -8.25 0.13
H -4.49736 -2.80840 3.80104 -0.20 -1.07 -0.47 0.08
H -4.68209 -1.04443 3.11693 1.04 -2.49 -0.17 0.15
H -3.64977 -1.45332 4.22675 4.06 3.36 6.43 -0.01
H -1.31197 -2.94591 0.95592 0.14 -5.45 -1.27 0.05
H 0.33144 -1.34417 -0.26901 5.72 -2.66 -6.41 0.01
H 0.97434 0.70917 -0.72581 3.44 -3.54 -4.73 0.07
O -2.01520 3.77361 -1.48092 -1.44 9.93 -0.02 0.18
H -1.34271 4.52376 -1.07106 -1.32 -1.24 -1.50 0.20
H -1.12458 0.17130 -2.28082 -1.39 -0.02 0.21 0.13
H -2.85622 -1.75410 -2.06446 1.16 -2.99 -1.23 0.06
H -4.62575 -3.00721 -2.60407 1.25 0.00 -3.15 0.10
H -3.81836 -3.41706 0.32313 0.15 0.11 -0.57 0.12
H -2.28291 -5.08269 -0.57467 -0.15 0.02 0.14 0.08
H -2.94819 -4.62650 -2.17251 0.43 -0.85 -3.11 0.05
```
Forces are in eV/Å.

Summary:
* LUMO energy: 0.2 eV
* E_HOMO: -0.2674 hartree
* energy relative to the best compared isomer or geometry (same formula, charge and spin): 629.18 kcal/mol
* total charge: 0
* SMILES string: C=CCOc1ccc(/C(O)=C2/C(=O)C(=O)N(CCCN3CCOCC3)[C@H]2c2ccc(OC)cc2)cc1
* gap between HOMO and LUMO: 7.45 eV

=====

# 3
Formula: C28H32N2O7PtSe2Te3
Source: OMol25
Level of theory: the ωB97M-V functional and the def2-TZVPD basis

```
75
Properties=species:S:1:pos:R:3:forces:R:3:lowdin_charge:R:1
Pt 1.73384 2.43148 0.61885 0.00 0.46 0.07 0.48
O -3.58121 4.74463 -1.79320 -0.01 0.00 -0.02 0.13
C -2.58485 4.25558 -1.33061 0.04 0.02 0.06 -0.25
C -2.51221 3.04325 -0.40998 0.06 -0.07 -0.05 -0.27
O -3.45522 2.38222 -0.02446 -0.07 0.06 -0.02 0.10
C -1.09124 2.85757 -0.11508 -0.39 -0.11 0.11 -0.29
C -0.32868 3.84079 -0.72456 0.03 0.06 -0.06 -0.30
O 0.95024 3.91358 -0.58993 0.08 0.20 -0.11 -0.27
C -1.15270 4.73977 -1.53869 -0.01 -0.05 -0.05 -0.28
O -0.79762 5.65627 -2.24544 -0.01 0.02 0.01 0.11
O -0.57667 1.93218 0.63627 0.40 0.24 0.10 -0.31
Se 2.92472 0.59098 1.69857 -0.08 -0.08 0.14 -0.21
Te 4.20349 1.18707 3.67858 0.00 0.00 -0.03 0.23
Te 3.90693 3.84362 0.71388 0.09 -0.09 -0.04 0.38
Se 2.09092 4.19972 2.33870 -0.09 -0.09 -0.02 -0.08
C -0.24399 3.86397 5.07241 0.00 0.00 0.00 -0.07
N 0.54689 2.67243 5.28331 -0.05 -0.07 -0.06 -0.20
C 1.58205 2.72658 6.28360 0.02 0.00 0.01 -0.09
C 0.47285 1.64188 4.39978 0.15 0.15 0.07 -0.39
O -0.27267 1.59195 3.44715 -0.15 -0.16 0.05 -0.01
H -0.82553 4.10167 5.96711 0.00 -0.01 0.00 0.09
H -0.91678 3.68812 4.23655 0.00 0.01 0.00 0.09
H 0.40164 4.71543 4.83894 0.00 0.00 -0.01 0.06
H 1.15509 2.90492 7.27462 0.00 0.00 0.00 0.08
H 2.29995 3.52229 6.06132 0.00 -0.01 -0.02 0.08
H 2.12164 1.78015 6.30038 0.00 0.00 0.01 0.06
H 1.18383 0.83345 4.64063 -0.02 -0.01 0.02 0.10
C 2.17999 2.38089 -2.77370 0.09 0.02 0.16 -0.01
C 1.22025 1.36837 -2.19397 0.04 -0.23 0.00 -0.69
O 0.38726 0.83897 -2.91733 -0.08 -0.01 -0.02 0.01
N 1.41156 1.00380 -0.88830 0.12 0.11 -0.29 -0.44
Te 0.24632 -0.38358 -0.04411 -0.02 -0.37 -0.03 1.85
C 1.29606 -2.19123 -0.55945 -0.05 -0.01 -0.03 -0.31
C 0.76262 -3.31211 0.09272 -0.02 0.02 0.02 -0.30
C -0.44772 -3.23867 0.99280 0.00 -0.02 0.00 -0.08
C 1.35771 -4.55825 -0.08590 0.03 -0.01 0.00 -0.02
C 2.48175 -4.72019 -0.87629 -0.03 0.01 0.02 -0.27
C 3.12829 -6.06650 -1.05602 0.00 0.00 0.00 -0.05
C 3.00998 -3.59278 -1.48931 0.00 0.02 -0.01 -0.02
C 2.44759 -2.32809 -1.35090 0.01 0.00 -0.01 -0.27
C 3.11499 -1.19629 -2.08567 0.01 -0.03 0.00 -0.04
C -1.56327 -0.85701 -1.05981 0.07 0.04 0.03 -0.28
C -1.64869 -1.44346 -2.32754 -0.03 0.00 -0.04 -0.26
C -0.48199 -1.93634 -3.13818 -0.03 -0.02 0.00 -0.05
C -2.91935 -1.66890 -2.85014 0.04 0.00 -0.03 -0.01
C -4.07484 -1.36040 -2.15126 -0.01 0.01 0.02 -0.26
C -5.43360 -1.56195 -2.76295 -0.01 0.00 0.00 -0.05
C -3.94985 -0.86801 -0.86191 -0.02 -0.01 0.01 -0.01
C -2.71131 -0.62724 -0.28042 0.00 0.01 0.00 -0.30
C -2.68560 -0.23430 1.17484 -0.01 -0.05 0.02 -0.08
H 2.56841 1.96098 -3.70218 -0.02 0.00 0.00 0.09
H 2.99728 2.62229 -2.09781 -0.02 0.01 -0.01 0.03
H 1.64099 3.29732 -3.00231 -0.03 0.03 -0.01 0.09
H -0.35165 -2.45317 1.74723 0.01 -0.01 0.01 0.06
H -0.57438 -4.18080 1.52462 -0.01 0.00 -0.01 0.08
H -1.36314 -3.04499 0.42859 0.02 0.00 0.00 0.08
H 0.92953 -5.41798 0.41897 0.00 0.00 0.00 0.11
H 2.55310 -6.84897 -0.56163 0.00 0.00 0.00 0.07
H 4.13662 -6.07363 -0.63749 0.00 0.00 0.00 0.08
H 3.21186 -6.32308 -2.11355 0.00 0.00 0.00 0.08
H 3.89764 -3.69550 -2.10550 0.00 0.00 0.00 0.12
H 3.97972 -1.57546 -2.63008 0.00 0.01 0.01 0.08
H 3.44692 -0.41597 -1.40265 0.00 0.02 0.01 0.06
H 2.43984 -0.73823 -2.80983 0.00 0.01 0.01 0.07
H 0.41438 -1.35633 -2.97183 -0.01 0.02 -0.02 0.03
H -0.72122 -1.88168 -4.20022 0.00 0.00 0.00 0.09
H -0.27621 -2.98123 -2.88824 0.01 0.00 0.00 0.09
H -2.99702 -2.09509 -3.84517 0.00 0.00 0.01 0.11
H -5.35823 -1.99255 -3.76119 0.00 0.00 0.00 0.07
H -5.96131 -0.60992 -2.84238 0.00 0.00 0.00 0.08
H -6.04617 -2.22528 -2.14938 0.00 0.00 0.00 0.08
H -4.83951 -0.64706 -0.28319 0.00 0.01 0.00 0.12
H -3.67574 0.10205 1.47364 0.01 0.00 0.01 0.08
H -1.99121 0.57157 1.39964 -0.03 -0.02 0.02 0.03
H -2.42337 -1.10556 1.78605 0.01 0.01 -0.01 0.08
```
Forces are in eV/Å.

Summary:
* multiplicity: 2
* LUMO energy (spin up / spin down): 1.2 / 0.7 eV
* E_HOMO (spin up / spin down): -0.1750 / -0.1731 hartree
* energy relative to the best compared isomer or geometry (same formula, charge and spin): 0.00 kcal/mol
* total charge: -1
* ⟨S²⟩: 0.76
* gap between HOMO and LUMO (spin up / spin down): 5.96 / 5.41 eV

=====

| no. | energy (eV) |
| --- | --- |
| 1 | -100722.26729 |
| 2 | -44793.22851 |
| 3 | -202688.88350 |